Below is C16H20AsIN4O5ReS2 as an isolated structure at a distorted geometry, with properties calculated with ωB97M-V/def2-TZVPD.

```
50
Properties=species:S:1:pos:R:3:forces:R:3:lowdin_charge:R:1
Re 0.180 -0.092 -1.233 2.68 -1.95 3.07 1.040
N 2.242 -4.039 0.486 0.07 0.08 0.05 0.096
C 1.488 -2.995 0.067 -0.50 -0.13 0.11 -0.854
S 2.168 -1.586 -0.513 0.91 1.72 -1.41 0.824
N 0.202 -3.090 0.215 -0.51 -0.42 -0.64 0.015
N -0.470 -2.006 -0.272 -0.39 -0.01 0.43 -0.110
C -1.738 -2.109 -0.101 -1.03 0.00 0.03 -0.218
C -2.439 -3.361 0.290 0.06 -0.06 0.03 -0.190
C -2.223 -3.986 1.517 -0.11 0.03 0.07 -0.033
C -2.908 -5.151 1.830 -0.12 0.04 -0.04 -0.075
C -3.806 -5.705 0.919 0.10 0.02 0.03 -0.086
C -4.003 -5.100 -0.314 0.00 0.13 -0.03 -0.074
C -3.325 -3.923 -0.626 -0.02 -0.05 -0.09 -0.032
C -2.494 -0.862 -0.230 -0.30 -1.06 0.06 -0.248
C -3.835 -0.742 0.056 -0.61 -0.02 0.19 0.027
C -4.414 0.518 0.073 -0.21 -0.38 0.05 -0.029
C -3.625 1.624 -0.160 0.04 0.30 -0.04 -0.033
C -2.294 1.422 -0.455 0.22 -0.01 -0.13 -0.077
N -1.760 0.195 -0.515 0.39 1.66 -0.52 -0.095
H 3.207 -4.074 0.214 0.02 -0.02 -0.02 0.088
H 1.760 -4.908 0.653 0.04 0.09 -0.02 0.105
H -1.517 -3.556 2.218 -0.06 -0.07 -0.08 0.115
H -2.746 -5.629 2.791 -0.01 0.04 -0.10 0.103
H -4.344 -6.614 1.170 0.07 0.08 -0.02 0.103
H -4.686 -5.538 -1.037 0.11 0.07 0.11 0.106
H -3.457 -3.450 -1.600 -0.01 -0.08 0.18 0.123
H -4.406 -1.636 0.276 0.00 0.12 0.00 0.123
H -5.471 0.631 0.277 0.02 -0.03 0.04 0.117
H -4.025 2.631 -0.117 0.06 -0.12 -0.04 0.116
H -1.619 2.244 -0.656 0.03 -0.02 -0.05 0.111
I -0.903 -1.033 -3.465 0.01 0.06 -0.41 0.224
O 2.681 2.781 -2.380 -0.16 0.12 0.21 -0.242
S 2.084 1.731 -1.627 0.17 -0.66 -0.42 0.327
O 2.806 1.352 -0.390 -0.22 0.76 -0.47 -0.470
O 0.592 1.988 -1.266 0.01 -0.17 -0.14 -0.492
O 1.850 0.459 -2.433 -0.25 -0.04 0.00 -0.564
C 3.073 0.826 2.382 0.46 0.11 -0.19 -0.190
As 1.520 1.578 1.596 -1.04 -1.17 -0.08 1.039
C 1.659 3.454 1.202 0.16 0.01 -0.38 -0.183
C 0.424 1.803 3.161 -0.27 -0.05 0.30 -0.222
O 0.559 0.344 0.831 0.28 1.35 0.26 -0.650
H 3.491 1.508 3.119 -0.04 0.05 0.04 0.048
H 3.800 0.606 1.612 0.12 -0.07 -0.07 0.031
H 2.744 -0.086 2.859 -0.05 -0.25 0.16 0.046
H 1.972 3.920 2.137 -0.05 -0.03 0.01 0.051
H 0.675 3.813 0.918 -0.11 0.04 0.01 0.046
H 2.367 3.669 0.412 0.07 0.00 -0.03 0.035
H 1.016 2.167 4.003 -0.01 0.01 -0.04 0.039
H -0.029 0.848 3.418 0.01 -0.02 0.04 0.035
H -0.365 2.523 2.948 -0.04 -0.02 0.03 0.034
```
Forces are in eV/Å.

As for the expectation value of S²: 0.764. The multiplicity is 2. The maximum force is 4.5 eV/Å. The energy relative to the best compared isomer or geometry (same formula, charge and spin) is 46.1 kcal/mol. For the total energy, the calculation gives -125855.0309 eV. The LUMO energy (alpha / beta) is -1.259 / -1.260 eV.

---

Below is C16H20AsN4OPtS as an isolated structure, with properties calculated with ωB97M-V/def2-TZVPD.

```
44
Properties=species:S:1:pos:R:3:forces:R:3:lowdin_charge:R:1
Pt -0.641 0.269 -0.730 -0.22 -0.56 0.78 0.908
N -4.144 -0.426 1.616 -0.01 0.03 -0.12 0.100
C -2.952 -0.375 1.006 -0.02 -0.19 -0.16 -0.804
S -2.924 0.218 -0.658 0.14 0.22 0.48 0.564
N -1.919 -0.803 1.691 0.10 -0.04 -0.09 0.024
N -0.746 -0.696 1.009 -0.19 0.46 -0.51 -0.159
C 0.382 -0.843 1.624 0.31 -0.08 0.15 -0.162
C 0.502 -1.173 3.063 0.03 0.04 -0.17 -0.194
C 1.256 -0.341 3.888 0.03 0.04 0.03 -0.039
C 1.383 -0.628 5.239 -0.03 -0.03 -0.02 -0.064
C 0.768 -1.755 5.767 0.00 0.01 -0.06 -0.067
C 0.020 -2.589 4.944 0.02 0.04 0.01 -0.061
C -0.120 -2.296 3.597 -0.02 -0.08 0.02 -0.028
C 1.585 -0.677 0.766 -0.28 -0.26 -0.04 -0.188
C 2.849 -1.073 1.155 0.09 -0.08 0.08 0.020
C 3.882 -1.040 0.229 0.05 -0.03 0.01 -0.020
C 3.619 -0.643 -1.070 0.04 -0.02 -0.02 -0.028
C 2.334 -0.249 -1.393 -0.03 0.22 0.11 -0.093
N 1.356 -0.232 -0.493 -0.13 0.21 0.22 -0.069
H -4.970 -0.088 1.158 0.00 0.01 0.00 0.094
H -4.202 -0.779 2.555 0.01 0.00 0.01 0.115
H 1.729 0.544 3.476 0.00 -0.02 0.01 0.124
H 1.959 0.028 5.877 -0.01 0.00 -0.01 0.110
H 0.872 -1.985 6.819 0.00 0.00 0.00 0.109
H -0.459 -3.468 5.355 0.00 0.00 0.00 0.110
H -0.711 -2.937 2.957 0.00 0.00 0.01 0.116
H 3.009 -1.432 2.161 0.01 0.02 -0.02 0.126
H 4.877 -1.352 0.516 -0.01 0.01 0.00 0.123
H 4.392 -0.634 -1.825 -0.01 -0.01 0.00 0.117
H 2.068 0.080 -2.387 0.00 0.07 0.00 0.102
C -0.736 3.720 -4.160 0.05 0.07 0.06 -0.184
As -0.920 1.897 -3.644 -0.09 -0.12 0.19 1.007
C -2.743 1.363 -3.812 -0.08 0.02 -0.03 -0.228
C 0.120 0.816 -4.831 0.05 -0.05 0.01 -0.192
O -0.379 1.770 -2.049 0.20 0.12 -0.89 -0.692
H -0.964 3.827 -5.218 -0.01 0.01 0.00 0.051
H 0.286 4.037 -3.963 0.00 0.01 -0.02 0.052
H -1.421 4.323 -3.567 0.00 0.01 0.01 0.053
H -3.061 1.449 -4.850 0.01 0.02 0.00 0.054
H -3.354 2.002 -3.178 -0.02 -0.01 0.00 0.043
H -2.833 0.331 -3.481 -0.02 -0.04 -0.01 0.013
H -0.039 1.140 -5.858 -0.02 -0.01 0.00 0.050
H -0.181 -0.225 -4.725 0.02 -0.01 0.02 0.050
H 1.171 0.927 -4.573 0.02 0.02 -0.03 0.037
```
Forces are in eV/Å.

Its net charge is +1. The maximum force is 1.0 eV/Å. The energy relative to the best compared isomer or geometry (same formula, charge and spin) is 0.0 kcal/mol. For the total energy, the calculation gives -99840.4906 eV. The LUMO energy is -3.351 eV.

---

Below is a 5-piece molecular cluster, C16H20BF16O8 overall at a distorted geometry, with properties calculated with ωB97M-V/def2-TZVPD.

```
61
Properties=species:S:1:pos:R:3:forces:R:3:lowdin_charge:R:1
B 15.446 -13.551 13.901 -0.10 0.74 -0.34 -1.233
F 15.488 -12.263 13.313 0.14 -0.24 0.29 0.076
F 14.143 -14.067 13.652 0.18 -0.39 0.38 0.071
F 16.429 -14.376 13.334 -0.15 -0.20 0.07 0.097
F 15.673 -13.438 15.295 -0.17 -0.14 -0.10 0.067
C 13.379 -11.412 16.478 0.45 0.68 -0.17 -0.050
C 14.079 -10.370 17.338 0.11 -0.93 -0.16 -0.182
O 14.314 -9.101 16.697 0.00 0.29 -0.15 0.050
C 13.278 -8.312 16.539 -0.12 0.02 0.74 -0.409
O 12.135 -8.549 16.810 -0.07 0.01 -0.16 0.160
C 13.713 -6.907 16.065 -0.19 -0.02 -0.49 -0.540
F 13.776 -6.880 14.722 0.04 0.06 0.18 0.160
F 12.816 -5.997 16.457 0.12 -0.08 -0.05 0.158
F 14.903 -6.550 16.547 0.05 0.01 0.02 0.167
H 13.933 -11.547 15.548 0.05 -0.21 0.07 0.079
H 12.360 -11.123 16.229 -0.11 -0.15 0.27 0.060
H 13.447 -12.323 17.070 -0.31 -0.22 -0.28 0.092
H 15.086 -10.734 17.531 0.01 0.11 0.13 0.127
H 13.551 -10.243 18.285 0.00 0.39 -0.07 0.125
C 10.103 -12.757 15.028 -0.03 0.38 0.11 -0.063
C 10.988 -13.198 13.883 0.02 -0.25 1.21 -0.193
O 10.404 -12.703 12.677 -0.14 0.17 -0.25 0.036
C 11.205 -12.465 11.644 -0.07 -0.13 -0.13 -0.402
O 12.378 -12.616 11.572 0.29 0.07 0.04 0.213
C 10.388 -11.999 10.415 -0.08 -0.14 -0.04 -0.535
F 11.082 -11.107 9.706 -0.11 0.03 0.11 0.165
F 10.145 -13.052 9.618 -0.03 0.04 0.07 0.157
F 9.204 -11.458 10.742 0.12 0.06 -0.06 0.151
H 10.074 -11.667 15.096 -0.10 -0.01 -0.16 0.078
H 10.526 -13.085 15.978 -0.04 -0.26 -0.07 0.076
H 9.085 -13.131 14.921 0.00 -0.02 0.05 0.077
H 11.007 -14.288 13.862 0.07 0.03 -0.33 0.106
H 12.002 -12.853 14.077 0.12 0.09 -0.65 0.116
C 17.180 -17.509 12.646 -0.56 0.32 -0.69 -0.058
C 15.732 -17.678 13.070 0.57 1.01 0.63 -0.196
O 15.013 -18.491 12.133 -0.45 -1.10 0.44 0.019
C 14.561 -17.961 11.013 0.66 0.43 -0.19 -0.423
O 14.685 -16.839 10.635 -0.15 0.16 0.04 0.199
C 13.890 -19.015 10.106 -0.22 -0.16 0.29 -0.542
F 12.551 -18.952 10.212 0.04 0.01 0.13 0.153
F 14.202 -18.781 8.839 0.10 -0.02 -0.20 0.176
F 14.265 -20.266 10.410 -0.05 0.02 -0.08 0.154
H 17.756 -17.103 13.472 0.07 0.05 -0.03 0.083
H 17.212 -16.820 11.801 0.22 0.09 0.11 0.080
H 17.580 -18.467 12.312 0.09 -0.07 0.22 0.078
H 15.203 -16.733 13.210 0.24 0.18 -0.34 0.115
H 15.757 -18.131 14.064 -0.60 -0.71 -0.36 0.122
C 11.881 -17.064 14.923 -0.02 0.12 -0.93 -0.037
C 12.061 -16.744 13.453 -0.16 0.35 -0.28 -0.179
O 10.718 -16.625 12.882 -0.06 -0.32 0.18 0.017
C 10.642 -16.211 11.633 0.15 0.26 -0.07 -0.416
O 11.507 -15.713 10.980 0.02 -0.16 -0.14 0.191
C 9.207 -16.376 11.083 -0.13 0.29 0.01 -0.532
F 8.497 -15.269 11.381 0.05 -0.24 -0.04 0.153
F 9.224 -16.512 9.758 -0.01 -0.02 0.19 0.169
F 8.568 -17.430 11.608 0.03 0.08 -0.08 0.156
H 11.652 -16.151 15.465 0.20 -0.03 0.26 0.074
H 12.817 -17.526 15.231 -0.12 0.07 0.52 0.080
H 11.038 -17.745 15.018 0.14 -0.23 0.20 0.081
H 12.556 -17.543 12.900 -0.03 -0.07 0.10 0.116
H 12.612 -15.818 13.276 0.01 -0.03 0.04 0.109
```
Forces are in eV/Å.

Its net charge is -1. The maximum force is 1.3 eV/Å. The energy relative to the best compared isomer or geometry (same formula, charge and spin) is 0.0 kcal/mol. For the total energy, the calculation gives -77463.1963 eV. The LUMO energy is 2.596 eV.

---

Below is C16H20Br9Cl3O12 as an isolated structure at a distorted geometry, with properties calculated with ωB97M-V/def2-TZVPD.

```
60
Properties=species:S:1:pos:R:3:forces:R:3:lowdin_charge:R:1
C -1.811 2.950 -1.506 -0.30 0.61 0.14 -1.630
Br -2.894 2.172 -2.878 -0.01 -0.16 0.06 0.617
Br -2.779 4.386 -0.609 0.09 -0.14 -0.07 0.560
Br -0.153 3.600 -2.213 0.12 -0.11 0.03 0.596
H -1.614 2.235 -0.727 0.04 -0.36 -0.08 -0.066
C -2.427 -4.321 1.683 -0.16 -0.25 -0.15 -1.643
Br -3.719 -2.987 1.181 -0.06 0.12 -0.02 0.608
Br -2.227 -5.645 0.302 0.06 0.12 -0.01 0.600
Br -2.883 -5.164 3.351 0.05 0.14 0.05 0.582
H -1.489 -3.805 1.793 0.16 -0.04 0.04 -0.049
C 2.054 0.539 5.390 0.03 0.53 -0.04 -1.621
Br 1.115 1.415 6.815 -0.01 0.07 0.16 0.587
Br 3.420 1.693 4.649 -0.06 -0.09 0.03 0.546
Br 0.797 -0.009 4.040 0.19 -0.11 0.10 0.640
H 2.580 -0.288 5.835 -0.13 -0.34 -0.17 -0.030
C 3.212 3.770 0.890 0.61 -0.27 -0.53 -1.550
Cl 4.654 4.262 1.787 -0.13 -0.04 0.27 0.528
Cl 1.794 4.679 1.332 -0.06 -0.06 0.09 0.561
Cl 2.967 2.013 0.985 -0.15 0.02 0.17 0.526
H 3.473 3.942 -0.145 -0.31 0.23 -0.08 0.007
C 5.548 -1.040 0.515 -1.30 -0.49 0.10 -0.090
C 4.298 -1.696 1.189 1.10 0.06 0.05 -0.109
O 3.291 -1.588 0.184 -0.11 -0.04 0.60 0.030
C 3.830 -1.236 -1.008 1.09 -0.50 0.96 -0.582
O 3.240 -1.242 -2.024 -0.56 0.35 -0.86 0.182
O 5.156 -0.967 -0.865 -0.29 0.26 0.15 0.054
H 6.416 -1.685 0.562 0.23 0.18 0.17 0.126
H 5.700 -0.050 0.937 0.32 0.08 -0.29 0.117
H 4.013 -1.204 2.121 -0.27 0.32 -0.32 0.114
H 4.514 -2.731 1.475 -0.35 -0.07 -0.50 0.127
C -0.160 -1.302 0.935 -0.35 0.08 0.74 -0.172
C -0.002 -0.020 0.170 0.59 0.00 -0.70 -0.116
O -0.899 -0.263 -0.953 0.03 0.03 0.20 0.028
C -0.896 -1.601 -1.180 0.27 -0.06 0.89 -0.556
O -1.335 -2.151 -2.131 -0.12 0.10 -0.35 0.164
O -0.316 -2.254 -0.125 -0.29 0.22 -0.05 0.035
H -1.054 -1.287 1.577 -0.15 0.08 -0.44 0.099
H 0.638 -1.569 1.622 0.50 -0.10 -0.55 0.084
H 0.982 0.086 -0.287 0.25 -0.23 0.18 0.106
H -0.188 0.910 0.696 -0.69 -0.09 0.06 0.112
C -5.067 0.904 0.989 0.20 0.25 -0.14 -0.094
C -5.399 1.622 2.294 -1.05 0.15 -0.76 -0.119
O -4.207 1.505 3.045 0.11 -0.21 0.26 0.081
C -3.200 1.134 2.226 -0.43 0.09 -0.21 -0.573
O -2.085 0.930 2.568 0.62 0.06 0.25 0.126
O -3.630 1.023 0.953 -0.33 -0.25 -0.03 0.022
H -5.493 1.389 0.117 0.10 0.06 -0.07 0.131
H -5.329 -0.156 0.968 0.01 0.04 0.18 0.112
H -6.278 1.199 2.782 0.42 -0.31 0.36 0.134
H -5.667 2.667 2.115 0.47 0.09 0.04 0.132
C 0.218 -0.067 -4.492 -0.97 0.30 0.98 -0.131
C -0.818 -1.046 -5.053 0.45 -0.10 -0.37 -0.091
O -0.420 -1.176 -6.436 0.00 -0.29 0.52 0.063
C 0.554 -0.295 -6.714 -0.56 -0.03 0.85 -0.598
O 1.075 -0.197 -7.760 0.71 0.26 -1.32 0.173
O 0.833 0.479 -5.639 0.29 0.08 -0.03 0.068
H 0.945 -0.491 -3.799 0.23 -0.40 -0.40 0.123
H -0.284 0.704 -3.900 0.09 0.23 -0.35 0.081
H -1.838 -0.668 -5.070 0.00 0.04 0.31 0.125
H -0.755 -2.007 -4.556 -0.21 -0.11 -0.12 0.112
```
Forces are in eV/Å.

The maximum force is 1.5 eV/Å. For the total energy, the calculation gives -709435.3239 eV. The LUMO energy is -0.246 eV.

---

Below is C16H20BrF2NO3Si2 as an isolated structure at a distorted geometry, with properties calculated with ωB97M-V/def2-TZVPD.

```
45
Properties=species:S:1:pos:R:3:forces:R:3:lowdin_charge:R:1
C 1.576 3.842 3.227 -0.04 -0.15 0.20 0.013
C 2.053 2.418 3.236 -0.62 -1.16 1.11 -0.476
O 1.328 1.526 3.607 0.48 0.44 -0.47 0.111
N 3.384 2.078 2.762 -0.21 1.20 -1.14 -0.012
Si 3.413 1.519 1.077 0.13 -0.75 0.37 0.494
O 2.049 0.623 0.775 0.26 0.71 -0.63 -0.432
Si 1.344 0.910 -0.709 0.34 -0.01 0.32 0.136
Br 0.180 2.817 -0.581 0.08 -0.34 -0.03 0.345
C 4.367 3.023 3.101 0.29 0.23 1.14 -0.528
C 5.527 3.251 2.173 0.14 -0.21 0.14 -0.034
O 4.314 3.626 4.157 -0.17 -0.30 -0.49 0.077
H 2.314 4.557 3.545 0.31 0.20 -0.19 0.072
H 0.761 3.883 3.930 -0.34 0.00 0.20 0.091
H 1.168 4.077 2.251 0.08 0.10 -0.36 0.066
H 4.633 0.720 0.878 -0.08 -0.09 0.05 0.001
H 3.477 2.657 0.143 -0.17 0.10 0.01 -0.003
H 2.435 1.142 -1.675 -0.06 0.12 -0.06 -0.041
H 0.566 -0.237 -1.131 -0.17 -0.09 0.18 -0.048
H 6.242 3.867 2.688 0.18 0.29 0.24 0.087
H 6.032 2.327 1.924 0.01 -0.32 -0.23 0.070
H 5.230 3.762 1.267 -0.17 0.03 -0.29 0.072
F -1.512 0.103 -1.791 -0.31 -0.02 -0.09 -0.029
C -2.867 0.130 -1.788 -0.12 0.02 0.00 -0.275
C -3.518 0.888 -0.838 0.12 0.12 0.16 -0.017
C -4.905 0.911 -0.843 -0.01 -0.08 -0.10 -0.080
C -5.613 0.174 -1.784 -0.04 0.01 0.01 -0.094
C -4.933 -0.586 -2.726 -0.03 0.09 0.09 -0.077
C -3.547 -0.605 -2.734 0.12 -0.12 -0.17 -0.023
H -2.946 1.448 -0.110 0.03 0.00 -0.02 0.105
H -5.433 1.504 -0.111 0.01 0.01 0.03 0.105
H -6.694 0.190 -1.780 -0.02 0.00 0.00 0.101
H -5.481 -1.166 -3.455 0.01 -0.02 -0.03 0.107
H -2.997 -1.185 -3.463 0.00 -0.02 0.01 0.110
F -3.160 -3.852 -2.721 -0.02 -0.02 -0.04 0.052
C -2.074 -4.187 -1.994 0.15 -0.01 0.10 -0.284
C -2.165 -5.230 -1.096 -0.16 -0.11 0.03 -0.016
C -1.045 -5.570 -0.352 0.06 0.09 -0.05 -0.082
C 0.138 -4.863 -0.507 0.05 -0.02 0.04 -0.095
C 0.205 -3.815 -1.413 -0.06 -0.07 0.04 -0.084
C -0.906 -3.473 -2.169 0.00 0.15 -0.12 -0.022
H -3.100 -5.763 -0.985 -0.01 0.01 -0.02 0.118
H -1.099 -6.389 0.352 -0.02 -0.01 0.02 0.105
H 1.008 -5.129 0.079 0.01 0.00 0.01 0.101
H 1.126 -3.260 -1.533 0.01 0.01 -0.02 0.101
H -0.872 -2.662 -2.885 -0.02 0.01 0.02 0.110
```
Forces are in eV/Å.

The maximum force is 1.7 eV/Å. For the total energy, the calculation gives -115785.5684 eV. The LUMO energy is 0.547 eV.